# 1
DFT (the ωB97M-V functional and the def2-TZVPD basis) results for a cluster of 2 separate species, C10H15OS2 in total at a distorted geometry.

DFT total energy: -34328.955 eV
E_HOMO: -2.379 eV
Orbital gap: 5.38 eV
Charge: -1
Lowest unoccupied orbital energy: 3.00 eV
Largest force on an atom: 3.2 eV Å⁻¹

Each line ends with the natural charge from an NBO analysis.
Atoms and positions in Å:
C1 0.950 -0.088 -1.336  -0.202
C2 2.213 0.033 -0.940  0.027
C3 -3.512 0.304 -0.587  -0.356
C4 -5.512 -1.416 -0.415  0.472
C5 3.334 -0.833 -1.485  -0.638
C6 2.547 1.076 0.197  -0.690
C7 -2.948 -0.432 1.667  -0.588
C8 -0.256 0.569 -0.892  -0.467
C9 -1.038 -0.238 0.167  -0.363
C10 -2.415 0.366 0.511  -0.382
O1 -5.208 -2.499 -0.803  -0.530
S1 -6.332 -0.354 0.418  -0.108
S2 -3.501 1.609 -1.555  -0.241
H1 0.866 -0.719 -2.143  0.187
H2 3.978 -1.003 -0.631  0.201
H3 3.116 -1.855 -1.939  0.215
H4 3.935 -0.221 -2.087  0.204
H5 1.853 0.675 0.954  0.237
H6 3.591 1.349 0.443  0.211
H7 2.088 2.052 0.048  0.219
H8 -2.993 -1.561 1.555  0.193
H9 -2.296 -0.313 2.560  0.177
H10 -3.927 -0.222 1.922  0.214
H11 -0.125 1.629 -0.420  0.201
H12 -0.969 0.671 -1.749  0.249
H13 -1.329 -1.224 -0.101  0.203
H14 -0.401 -0.387 1.100  0.179
H15 -2.241 1.389 0.843  0.176

Cartesian forces, eV/Å:
C 1.92 0.61 0.58
C 0.29 1.02 0.58
C 1.39 -0.64 -0.04
C 1.17 -2.45 -0.04
C -0.71 -0.85 1.28
C -1.17 -0.71 -0.70
C 1.98 -2.06 1.38
C -2.15 1.81 0.94
C 0.15 0.67 0.74
C -0.31 -0.52 0.30
O -0.39 2.53 0.25
S -0.78 0.38 -0.01
S -0.49 0.64 -0.60
H -0.65 -1.81 -1.66
H 0.30 -0.48 0.32
H -0.16 1.62 0.39
H 0.94 0.61 -1.50
H 1.22 0.25 0.84
H -0.47 -1.08 0.16
H -0.16 0.10 -0.75
H 0.35 1.07 -0.60
H -0.36 0.17 -0.21
H -1.97 0.94 0.58
H 0.00 -1.71 -1.03
H 0.67 0.26 0.64
H 0.39 -1.19 -0.96
H -0.80 0.45 -0.85
H -0.18 0.37 -0.03

***

# 2
DFT (the ωB97M-V functional and the def2-TZVPD basis) results for the molecule C20H20ClN3O4S at a distorted geometry.

DFT total energy: -57082.102 eV
E_HOMO: -7.874 eV
Energy relative to the best compared isomer or geometry (same formula, charge and spin): 0.000 eV
Orbital gap: 8.38 eV
Charge: 0
Lowest unoccupied orbital energy: 0.51 eV
Largest force on an atom: 1.3 eV Å⁻¹

Each line ends with the natural charge from an NBO analysis.
Atoms and positions in Å:
C1 -5.293 -1.316 -2.248  -0.413
N1 -4.452 -0.343 -1.588  -0.435
C2 -4.683 -0.311 -0.160  -0.428
C3 -3.069 -0.384 -1.983  -0.226
C4 -2.258 -1.665 -1.635  -0.262
N2 -1.414 -1.502 -0.461  -0.488
C5 -1.886 -1.927 0.760  0.694
O1 -2.837 -2.668 0.854  -0.581
C6 -1.191 -1.325 1.980  -0.169
O2 -1.098 0.073 1.786  -0.508
C7 0.088 0.716 1.980  0.304
C8 1.109 0.271 2.812  -0.287
C9 2.295 0.979 2.893  -0.201
C10 2.458 2.137 2.154  -0.072
Cl1 3.962 2.984 2.210  -0.004
C11 1.429 2.621 1.361  -0.225
C12 0.249 1.913 1.281  -0.208
C13 -0.174 -0.939 -0.617  0.300
N3 0.864 -1.272 0.058  -0.502
C14 1.965 -0.545 -0.279  0.182
C15 3.220 -0.678 0.328  -0.297
C16 4.192 0.174 -0.117  0.300
C17 3.965 1.123 -1.131  0.237
C18 2.753 1.257 -1.757  -0.273
C19 1.753 0.400 -1.303  -0.235
S1 0.100 0.329 -1.831  0.353
O3 5.112 1.829 -1.350  -0.475
C20 6.054 1.346 -0.416  0.237
O4 5.486 0.275 0.305  -0.487
H1 -6.334 -1.046 -2.075  0.203
H2 -5.144 -2.344 -1.884  0.166
H3 -5.101 -1.291 -3.320  0.197
H4 -5.710 0.012 0.016  0.197
H5 -4.009 0.411 0.300  0.198
H6 -4.540 -1.285 0.326  0.192
H7 -3.041 -0.248 -3.068  0.201
H8 -2.575 0.478 -1.528  0.202
H9 -2.939 -2.489 -1.417  0.248
H10 -1.621 -1.945 -2.477  0.213
H11 -1.813 -1.539 2.857  0.212
H12 -0.211 -1.794 2.094  0.232
H13 0.994 -0.627 3.398  0.225
H14 3.093 0.626 3.527  0.229
H15 1.558 3.533 0.801  0.231
H16 -0.562 2.265 0.663  0.225
H17 3.391 -1.403 1.103  0.240
H18 2.584 1.981 -2.535  0.236
H19 6.328 2.155 0.281  0.161
H20 6.953 0.999 -0.946  0.162

Cartesian forces, eV/Å:
C 0.06 0.12 0.04
N -0.09 0.07 -0.03
C -0.11 -0.05 -0.01
C 0.13 -0.14 -0.09
C -0.37 0.09 -0.25
N -0.48 -0.21 -0.17
C 0.14 0.11 0.37
O 0.06 -0.13 0.17
C -0.06 -0.31 0.33
O -0.09 0.10 0.08
C 0.30 0.39 0.02
C -0.34 -0.06 0.02
C -0.01 0.20 -0.05
C -0.22 -0.14 0.03
Cl 0.31 0.18 0.01
C 0.11 -0.09 0.11
C -0.21 -0.26 0.16
C 0.82 0.55 -0.54
N -0.52 -0.79 0.22
C 0.23 0.87 -0.72
C 0.31 0.17 -0.15
C -0.31 0.22 -0.37
C -0.21 -0.37 0.31
C 0.42 0.10 0.01
C -0.08 -0.44 0.30
S 0.06 -0.29 0.41
O -0.32 0.04 -0.27
C 1.16 0.50 0.22
O -0.24 -0.32 0.12
H -0.07 -0.08 -0.03
H -0.01 -0.06 0.00
H -0.04 -0.04 -0.08
H -0.03 0.03 0.09
H 0.04 0.07 0.09
H -0.03 0.07 0.00
H 0.06 0.03 0.00
H 0.02 0.01 -0.06
H 0.12 0.03 -0.10
H -0.03 -0.06 0.07
H 0.06 0.01 -0.21
H -0.15 0.09 0.03
H -0.02 -0.11 0.04
H 0.10 -0.02 0.04
H 0.04 0.09 -0.05
H -0.09 0.02 -0.08
H 0.03 -0.12 0.16
H 0.03 0.15 -0.13
H -0.16 -0.20 -0.14
H -0.26 0.01 0.08

***

# 3
DFT (the ωB97M-V functional and the def2-TZVPD basis) results for a structure of composition C21H36HgP2 at a distorted geometry.

DFT total energy: -45107.353 eV
E_HOMO: -4.858 eV
Energy relative to the best compared isomer or geometry (same formula, charge and spin): 0.000 eV
Orbital gap: 5.35 eV
Charge: 0
Lowest unoccupied orbital energy: 0.49 eV
Largest force on an atom: 4.5 eV Å⁻¹

Each line ends with the natural charge from an NBO analysis.
Atoms and positions in Å:
P1 -1.950 3.088 -0.352  0.775
P2 -0.785 0.590 -1.789  0.757
C1 -2.803 2.561 -1.880  -0.742
C2 -2.512 1.092 -2.214  -0.709
H1 -2.538 3.224 -2.711  0.238
H2 -3.861 2.712 -1.666  0.211
H3 -3.180 0.438 -1.628  0.242
H4 -2.682 0.876 -3.279  0.232
C3 0.301 0.756 -3.235  -0.963
H5 0.991 -0.097 -3.269  0.259
H6 0.892 1.672 -3.103  0.251
H7 -0.270 0.817 -4.171  0.235
C4 -1.023 -1.189 -1.474  -0.969
H8 -1.552 -1.678 -2.306  0.221
H9 -1.588 -1.354 -0.546  0.263
H10 -0.053 -1.681 -1.340  0.268
C5 -2.542 4.774 -0.015  -0.973
H11 -2.436 5.025 1.050  0.257
H12 -3.602 4.874 -0.293  0.219
H13 -1.966 5.500 -0.609  0.250
C6 -2.882 2.083 0.885  -0.973
H14 -2.613 1.021 0.862  0.238
H15 -3.948 2.163 0.652  0.224
H16 -2.701 2.470 1.894  0.254
Hg1 0.127 2.019 -0.281  1.267
C7 1.035 -4.022 -0.472  -0.210
C8 1.586 -2.827 -0.204  -0.179
C9 1.388 -1.982 1.005  -0.448
C10 0.329 -2.445 2.045  -0.456
C11 -1.092 -2.575 1.570  -0.206
C12 -1.723 -3.556 0.915  -0.169
C13 -1.166 -4.872 0.481  -0.436
C14 0.379 -4.949 0.508  -0.445
C15 0.324 3.581 1.305  -1.224
H17 1.136 -4.432 -1.487  0.198
H18 2.302 -2.422 -0.938  0.211
H19 1.147 -0.957 0.673  0.231
H20 2.365 -1.883 1.511  0.237
H21 0.717 -3.315 2.591  0.209
H22 0.310 -1.634 2.789  0.220
H23 -1.717 -1.735 1.907  0.199
H24 -2.796 -3.442 0.725  0.198
H25 -1.531 -5.092 -0.536  0.205
H26 -1.567 -5.676 1.123  0.217
H27 0.727 -4.775 1.539  0.213
H28 0.614 -5.982 0.207  0.217
H29 1.334 3.486 1.714  0.216
H30 -0.397 3.452 2.117  0.176
H31 0.185 4.559 0.837  0.187
C16 4.812 0.657 1.145  -0.253
C17 4.629 1.198 -0.128  -0.243
C18 3.353 1.632 -0.557  -0.216
C19 2.264 1.493 0.293  -0.465
C20 2.461 1.085 1.607  -0.295
C21 3.732 0.646 2.029  -0.221
H32 5.789 0.282 1.466  0.208
H33 5.483 1.262 -0.802  0.200
H34 3.255 2.098 -1.543  0.185
H35 1.648 1.103 2.339  0.204
H36 3.860 0.281 3.048  0.202

Cartesian forces, eV/Å:
P -1.63 1.44 -1.09
P -1.36 -2.43 -0.33
C -0.82 0.20 0.01
C 0.13 0.09 -0.27
H 0.10 -0.03 0.23
H -0.37 -0.18 -0.44
H 0.36 0.15 -0.19
H -0.14 0.04 0.23
C -0.06 0.07 -0.37
H -0.18 0.20 0.02
H -0.13 -0.22 -0.17
H 0.20 -0.10 0.16
C -0.02 -0.21 -0.53
H 0.12 0.03 0.15
H 0.18 0.28 -0.42
H -0.28 0.15 -0.09
C -0.69 0.52 -0.11
H 0.10 -0.16 -0.35
H 0.12 0.07 0.14
H -0.12 -0.32 0.24
C 0.02 0.27 -0.02
H 0.15 0.22 -0.05
H 0.02 0.05 0.10
H 0.02 -0.11 -0.23
Hg 3.78 0.12 2.45
C 0.76 0.30 -0.12
C 0.09 -0.86 -0.59
C 0.08 -0.08 0.46
C 0.81 0.64 0.38
C -0.71 -0.19 0.17
C -0.02 0.19 0.56
C 0.34 -0.17 -0.13
C -0.93 -0.29 0.03
C 0.02 -0.35 1.61
H 0.26 0.14 0.41
H -0.71 0.09 0.09
H 0.05 -0.34 0.06
H -0.36 0.11 -0.03
H -0.35 0.24 -0.19
H 0.09 -0.25 -0.09
H 0.14 -0.23 -0.39
H 0.27 0.13 0.08
H 0.13 0.00 0.20
H 0.00 0.26 -0.15
H -0.06 -0.39 -0.72
H 0.24 0.31 0.27
H -0.20 0.25 0.06
H 0.00 0.39 0.27
H 0.04 -0.16 -0.12
C -0.22 0.18 -0.01
C -0.21 0.04 -0.27
C 1.32 -0.56 0.49
C -0.52 0.85 -1.22
C 1.00 -0.37 0.20
C -0.53 0.12 -0.15
H -0.32 0.19 -0.16
H -0.13 0.04 0.08
H 0.02 -0.35 0.27
H 0.04 -0.10 -0.27
H 0.03 0.09 -0.14